Here is a molecular structure, C31H21Cl76IN3O2 at a distorted geometry from the Open Molecules 2025 dataset. Energies are from ωB97M-V/def2-TZVPD.

HOMO-LUMO gap, eV: 7.211
LUMO, Eh: -0.1689
Total charge: +1

Positions of all 134 atoms, in Å:
H 2.38770 -0.58222 -2.71394
Cl -5.71340 0.45018 1.34236
H 2.55720 -4.25689 0.25011
Cl 8.63549 -2.01329 3.17079
Cl 1.12307 -7.70917 3.47026
Cl 5.38616 2.40535 1.41800
C -10.62595 6.79608 -11.20601
Cl 14.48803 -0.20859 -0.28032
H -1.70886 0.10640 -3.23559
Cl -6.56121 -2.19192 0.48482
H -4.11479 -3.90645 -1.37514
Cl 12.75750 -5.08098 1.98081
Cl -8.27146 -4.13410 -2.81447
N 1.63326 -0.34043 -2.05154
C -14.33707 8.41363 -0.52513
Cl -14.93993 7.66554 -2.02054
H 0.33950 -4.69469 -2.59567
Cl -8.04696 4.16512 0.13364
Cl -12.77981 9.20903 -0.84664
Cl -14.11801 7.16119 0.71736
Cl 10.70116 -0.42228 4.44727
Cl -10.81430 6.41870 0.56721
H 0.07326 -1.82682 -2.59425
C 1.75927 -1.12354 -0.78547
C 13.69745 0.09893 7.47125
C -10.40684 12.57067 3.57834
C 5.63971 -3.40172 -0.85159
C -0.18107 -5.53354 -1.99510
H -3.22084 -1.13019 0.03508
Cl 2.34004 -7.47819 0.84516
Cl -8.66575 3.58762 -2.64041
Cl 9.14586 -2.30643 6.01378
Cl -9.08253 5.65422 -6.68018
Cl -11.17592 3.86238 -5.76595
C -0.89524 0.27859 -2.41990
Cl -15.50998 9.61899 0.04925
Cl -5.47957 -3.37822 -3.07468
Cl -11.03755 8.52495 -11.17401
Cl -9.98855 5.91320 3.30333
C 0.85934 -7.19831 1.78934
Cl 5.45083 -4.74891 -3.27591
Cl 12.55124 0.75809 1.65334
Cl 12.22180 -0.83783 7.14871
Cl -6.08350 2.83916 -1.54422
H -0.89871 -0.29996 -0.16944
C 6.25348 0.88006 1.70606
H -1.17980 -2.67445 -1.05979
C -7.81933 3.00412 -1.19142
Cl 7.73980 -6.45748 -3.79351
Cl 12.04699 1.07296 -1.18745
Cl -8.47908 1.42400 -0.71511
C 9.89223 -2.00418 4.42876
Cl 7.99020 1.12402 1.42386
C -2.81301 -1.06876 -1.04764
Cl -9.71308 10.99194 3.14709
H -2.37014 -2.66025 -2.56072
N 1.91207 -2.57685 -0.90657
Cl -2.91938 -10.17098 -0.08436
Cl -11.04209 12.50489 5.23704
Cl -0.47805 -8.13410 1.08794
H 0.54438 -0.60041 -3.88452
Cl -9.39855 6.50220 -12.45814
Cl 8.34088 -3.17746 -1.53308
C 2.89286 -3.15694 0.06999
C -10.20887 7.16642 2.06163
O -2.41408 -4.98402 -0.65798
C -2.28381 -2.55548 -1.41505
Cl 16.13163 2.45238 6.24368
H 2.90417 -2.66184 1.10204
Cl 10.67144 -1.51135 -2.00647
H -0.55826 1.37321 -2.54580
Cl 5.46174 -6.50160 -5.59188
O -2.43226 -5.28535 -3.00296
Cl -9.14719 13.82071 3.47512
Cl -11.87190 6.31331 -7.15688
C -1.78292 -5.26822 -1.91238
Cl 13.49413 -7.55232 3.31451
Cl 5.99242 0.35967 3.38537
H -3.55608 -3.43598 0.32604
Cl -9.67491 5.38448 6.70120
H 6.79296 -3.60115 -0.87278
C 4.37421 -3.28629 -0.58055
I 1.40356 1.64164 0.42632
H 1.71971 -0.90402 1.26192
Cl 15.55736 -5.75991 2.33808
Cl -11.38003 8.37401 2.63712
Cl 0.45236 -5.46583 1.75455
Cl 5.64302 -0.37034 0.59686
C -1.61663 0.03536 -0.99810
Cl -10.79082 6.43060 -4.46553
C -3.17200 -3.72737 -0.72450
Cl -4.37670 -1.90863 2.38269
Cl -3.43439 -7.90523 -1.82111
Cl -9.98461 6.31058 -9.62077
Cl -5.23082 -8.48089 0.38765
Cl -12.08368 5.84658 -11.57081
C 13.93882 -5.84964 3.06629
H -2.13778 1.03695 -0.71485
Cl 10.56751 -3.22194 0.33185
Cl 14.39106 -0.40346 9.02854
C -5.93675 -1.23861 1.85118
C -7.15345 -2.90469 -3.44444
C 10.11338 -3.07557 -1.37909
Cl 13.29592 1.83027 7.53202
C 13.30223 1.06744 0.07190
Cl -11.72596 12.96420 2.45368
Cl -7.09502 -1.30353 3.19656
Cl -5.16405 -10.23195 -1.92604
Cl 18.75389 2.20746 7.46260
Cl -11.37932 7.55740 5.80309
Cl -10.77348 7.25852 8.62628
C 6.46532 -5.47345 -4.54546
C 0.33302 -0.70908 -2.74472
Cl 14.11953 2.64492 0.10149
H 0.26392 -5.66601 -0.93600
Cl 7.20800 -4.18377 -5.51737
Cl 11.08506 -3.27565 4.08367
C -11.08555 6.38752 7.10876
Cl 13.94544 -5.00493 4.63016
Cl 10.86580 -4.39055 -2.30702
Cl -7.34884 -2.77235 -5.20574
Cl 14.87816 -0.19396 6.17431
H -0.04668 -6.53617 -2.54833
C -4.18808 -9.19717 -0.86095
Cl 18.29921 4.18289 5.38488
N 1.67298 -0.42712 0.34902
Cl -8.65060 7.95991 1.73802
Cl 18.34422 1.35783 4.71717
Cl -12.51399 5.34820 7.30518
Cl -7.51620 -1.33473 -2.68985
C 17.88211 2.55063 5.95225
C -10.73036 5.56530 -6.01761
H -3.69932 -0.73474 -1.71810
H 2.31083 -2.72180 -1.86214

Forces on atoms 1 to 2 (eV/Å):
H -0.26 -0.03 0.83
Cl 0.05 -0.34 0.09

=====

Here is a gas-phase ion, C31H21N2O2 (charge -1) at a distorted geometry from the Open Molecules 2025 dataset. Energies are from ωB97M-V/def2-TZVPD.

HOMO-LUMO gap, eV: 6.476
Relative energy (zero: lowest compared OMol25 entry of this formula, charge and spin), kcal/mol: 21.2
LUMO, Eh: 0.0991
Total charge: -1

Positions of all 56 atoms, in Å:
H 2.73441 -5.39848 3.40926
H 5.02412 -3.50583 -0.64873
C 0.32835 -2.98965 -1.70153
H 0.12840 2.58623 -1.85810
C 0.94844 -0.94716 1.65107
C 1.58952 -0.45217 -1.15613
O 3.96879 -1.13598 0.03935
C -0.69880 -2.37274 -2.42124
H 2.13933 -3.14058 2.51426
H -1.81012 -2.32132 -4.27742
C 0.84162 0.71382 -1.01613
H -3.51709 -2.31966 2.61333
N 4.13901 -1.21064 3.18015
H 1.12705 -2.02550 1.94042
H 1.19791 2.19372 -4.02400
C 3.01581 -1.90282 0.24739
O 0.25810 -3.41276 0.60367
C 2.83595 -3.77980 1.96707
H 4.76673 -6.58454 2.47523
C 0.64218 -4.56909 -3.54570
C 4.52360 -3.95564 0.25006
C 1.51635 -1.43049 0.00603
H 2.56297 0.15925 -4.40182
C 4.98781 -5.15227 0.84038
C -2.45608 0.86341 1.99304
C 2.29508 -0.64015 -2.35459
H -0.41063 1.51208 1.57705
C 0.64704 -2.62197 -0.25690
H -0.61213 -4.27589 -5.29848
C 3.38895 -3.29411 0.78184
C 1.93360 -0.15393 2.28989
C 4.35526 -5.68508 2.00274
C 2.10508 0.26881 -3.42078
H 5.83260 -5.68462 0.38436
H -4.40570 0.02322 2.61231
H -2.77719 1.89960 2.05103
C 3.25745 -5.00502 2.53290
H 0.35277 0.85673 -0.06215
C -0.55838 -0.66882 1.75969
H 1.15848 -5.44308 -3.97842
C 0.72041 1.67242 -2.03156
H 1.74666 -4.62034 -1.66680
C 1.34120 1.43363 -3.24504
H -1.09204 -2.75540 2.14224
C -2.85106 -1.48154 2.32196
C 1.77019 1.23633 2.58763
C -1.08512 0.63949 1.73723
C 0.97254 -4.10940 -2.24722
N 1.70465 2.39678 2.77994
C -1.47364 -1.71745 2.08094
C -0.37659 -3.93295 -4.27201
C -3.36358 -0.16662 2.31036
C -1.02007 -2.81444 -3.71358
H 2.96493 -1.49038 -2.47503
C 3.13714 -0.74390 2.77957
H -1.21784 -1.54644 -1.95804

Forces on atoms 1 to 2 (eV/Å):
H 0.31 0.27 -0.19
H -0.49 -0.60 1.02